Record 1
Molecular formula: C29H37BrI3N3PS2V
Method: DFT, ωB97M-V/def2-TZVPD

The net charge is -1. The multiplicity is 4. For the HOMO energy (alpha / beta), the calculation gives -5.948 / -6.137 eV. The relative energy (zero: lowest compared OMol25 entry of this formula, charge and spin) comes out at 0.0 kcal per mole. Its orbital gap (alpha / beta) is 7.21 / 6.01 eV.

CARTESIAN COORDINATES (ANGSTROEM)
I  2.558  -1.231  4.021
I  0.286  3.705  -1.251
I  -1.275  3.766  -4.054
Br  5.266  -1.327  6.311
V  0.054  1.698  0.606
S  0.063  3.342  2.341
S  -0.865  0.570  2.385
P  -0.583  0.060  -1.223
N  3.104  0.751  0.808
N  -0.922  -0.155  6.037
N  0.650  3.972  5.994
C  1.905  0.235  -2.640
C  -0.410  -4.375  -0.034
C  -1.432  -2.092  0.408
C  4.576  0.336  5.718
C  -1.651  -3.609  0.458
C  0.850  -3.546  0.190
C  -4.487  1.528  -1.079
C  3.539  0.419  4.801
C  4.681  2.729  5.858
C  5.151  1.486  6.243
C  -0.598  0.770  5.433
C  1.013  -0.716  -5.054
C  -2.284  0.567  -1.747
C  3.079  1.676  4.415
C  -3.138  -0.451  -2.546
C  3.642  2.824  4.944
C  0.260  3.062  5.407
C  -4.363  -0.919  -1.765
C  -0.223  1.928  4.681
C  1.997  1.075  0.721
C  0.380  0.234  -2.783
C  2.521  0.912  -3.874
C  -0.039  -0.704  -3.929
C  0.820  -2.274  -0.671
C  -5.283  0.251  -1.397
C  -3.086  1.179  -0.587
C  1.710  0.636  -5.151
C  -0.346  1.968  3.323
C  -0.619  -1.733  -0.837
H  -3.149  0.503  0.270
H  -0.182  -1.726  -3.563
H  0.928  -3.280  1.248
H  0.533  -0.979  -5.999
H  -2.520  -3.874  -0.151
H  -2.550  -1.314  -2.858
H  2.360  0.677  -6.028
H  -0.998  -0.374  -4.335
H  -5.896  -0.028  -0.536
H  1.746  -4.123  -0.045
H  -1.089  -2.232  -1.692
H  1.759  -1.494  -4.861
H  -2.582  2.084  -0.227
H  2.280  1.753  3.694
H  -3.470  0.027  -3.473
H  -1.887  -3.900  1.485
H  0.954  1.414  -5.290
H  -2.055  1.405  -2.415
H  -2.390  -1.572  0.438
H  3.252  3.787  4.643
H  -4.037  -1.436  -0.859
H  2.225  0.748  -1.735
H  -4.913  -1.660  -2.350
H  -0.501  -4.593  -1.103
H  2.579  1.989  -3.699
H  1.237  -2.491  -1.657
H  -4.386  2.147  -1.976
H  5.958  1.396  6.957
H  1.462  -1.511  -0.220
H  3.546  0.556  -4.000
H  -5.014  2.135  -0.342
H  -5.976  0.445  -2.219
H  -0.338  -5.340  0.470
H  0.106  1.255  -3.073
H  2.268  -0.792  -2.554
H  5.123  3.622  6.281
H  -0.881  -1.769  1.292

The computed Löwdin charges, all in e, follow: 0.8988 0.2559 -0.0538 0.6765 -0.1347 0.5481 0.6122 1.0205 0.0246 0.1559 0.1660 -0.2104 -0.1988 -0.2296 -0.7415 -0.1810 -0.1892 -0.1823 -0.7403 -0.0823 -0.1490 -0.2612 -0.1941 -0.4300 -0.1570 -0.1834 -0.0785 -0.2493 -0.1987 -0.3875 -0.4157 -0.4548 -0.1806 -0.1868 -0.1873 -0.1899 -0.2361 -0.2038 -1.0666 -0.4244 0.0884 0.0971 0.1061 0.1053 0.1047 0.0834 0.1043 0.1048 0.1055 0.1106 0.0967 0.1105 0.0826 0.0553 0.1192 0.1111 0.0805 0.0136 0.0834 0.1043 0.0926 0.0600 0.1087 0.1090 0.1039 0.1030 0.1123 0.0912 0.0917 0.1084 0.1101 0.1041 0.1039 -0.0034 0.1022 0.1027 0.0526

Record 2
Molecular formula: C29H37N5PSV
Method: DFT, ωB97M-V/def2-TZVPD

The net charge is +2. The multiplicity is 3. For the HOMO energy (alpha / beta), the calculation gives -14.240 / -14.260 eV. The relative energy (zero: lowest compared OMol25 entry of this formula, charge and spin) comes out at 0.0 kcal per mole. Its orbital gap (alpha / beta) is 7.21 / 7.49 eV.

CARTESIAN COORDINATES (ANGSTROEM)
V  0.564  0.373  0.221
S  1.332  0.573  2.279
P  -0.087  -1.816  -0.886
N  0.170  1.811  4.271
N  2.641  0.619  -0.347
N  -1.482  1.075  0.419
N  0.553  2.114  -0.857
N  -0.816  -0.261  3.661
C  -3.979  2.267  0.594
C  2.873  1.679  -1.154
C  -0.585  2.817  -0.960
C  -0.621  3.990  -1.688
C  -1.628  -2.543  -0.187
C  -0.497  -0.866  -2.431
C  0.543  4.421  -2.310
C  -2.458  0.519  1.143
C  -1.733  2.241  -0.218
C  -1.606  -1.411  -3.336
C  0.977  -3.289  -1.226
C  -1.633  0.954  5.540
C  4.982  0.154  -0.321
C  1.713  3.691  -2.187
C  -2.968  2.856  -0.153
C  3.681  -0.099  0.080
C  0.766  -0.526  -3.233
C  0.749  -3.952  -2.587
C  2.461  -3.035  -0.989
C  -0.543  3.161  6.145
C  4.142  1.980  -1.609
C  1.688  2.521  -1.442
C  0.064  0.720  3.535
C  -1.369  -2.905  1.283
C  -2.186  -3.764  -0.923
C  -3.718  1.082  1.257
C  -0.681  1.944  5.293
C  5.212  1.198  -1.197
C  -1.664  -0.128  4.689
H  -2.385  -0.927  4.825
H  2.620  4.035  -2.658
H  -0.719  -3.779  1.352
H  0.590  0.360  -3.846
H  1.635  -0.333  -2.600
H  -0.412  4.043  5.522
H  -1.498  -4.608  -0.869
H  -2.541  -1.547  -2.796
H  -4.952  2.735  0.659
H  1.183  -4.953  -2.565
H  -0.300  -4.054  -2.853
H  0.540  5.337  -2.885
H  -1.325  -2.359  -3.792
H  6.213  1.424  -1.538
H  -2.205  -0.391  1.665
H  -3.153  3.788  -0.665
H  -4.470  0.592  1.859
H  3.457  -0.889  0.781
H  5.788  -0.457  0.059
H  -0.894  0.080  -2.028
H  -2.311  -3.179  1.762
H  0.354  3.063  6.759
H  0.642  -3.984  -0.449
H  4.313  2.824  -2.261
H  1.029  -1.338  -3.908
H  -1.398  3.295  6.803
H  -1.789  -0.699  -4.142
H  -2.319  1.032  6.371
H  2.851  -2.252  -1.644
H  -1.527  4.569  -1.778
H  -2.412  -3.570  -1.968
H  1.255  -3.400  -3.378
H  -3.110  -4.074  -0.434
H  3.021  -3.946  -1.206
H  -2.369  -1.738  -0.241
H  2.654  -2.766  0.048
H  -0.918  -2.100  1.864

The computed Löwdin charges, all in e, follow: 0.5281 0.7515 1.0554 0.1076 -0.0276 0.0258 0.0507 0.0468 0.0018 -0.1960 -0.1653 0.0416 -0.5361 -0.5296 0.0209 -0.1009 -0.1837 -0.0830 -0.5069 0.0107 0.0043 0.0434 0.0301 -0.1298 -0.0917 -0.0819 -0.1062 -0.0136 0.0317 -0.1636 -0.7349 -0.1141 -0.0880 0.0021 -0.3010 0.0042 -0.1016 0.1209 0.1248 0.0856 0.0928 0.0484 0.0892 0.0832 0.0749 0.1314 0.0985 0.0577 0.1354 0.0763 0.1317 0.0842 0.1220 0.1273 0.0978 0.1295 0.0725 0.0960 0.0995 0.1017 0.1220 0.0803 0.0851 0.0939 0.1214 0.0702 0.1246 0.0612 0.0765 0.0962 0.0963 0.0918 0.0656 0.0326

Record 3
Molecular formula: C29H37N5SSiV
Method: DFT, ωB97M-V/def2-TZVPD

The net charge is 0. The multiplicity is 2. For the HOMO energy (alpha / beta), the calculation gives -5.895 / -5.929 eV. Its orbital gap (alpha / beta) is 6.35 / 6.13 eV.

CARTESIAN COORDINATES (ANGSTROEM)
V  1.073  0.669  0.740
S  -0.152  0.462  2.734
Si  -1.414  -0.512  -0.903
N  1.090  2.583  1.307
N  -1.659  2.590  3.451
N  0.085  3.110  2.083
N  2.896  1.292  0.168
N  1.059  -1.418  -0.025
C  2.004  3.397  0.799
C  -2.211  1.847  4.567
C  -1.093  0.058  -3.719
C  -5.794  -1.081  0.667
C  1.672  -3.095  -1.786
C  -0.561  2.196  2.736
C  3.981  0.578  -0.256
C  5.097  1.116  -0.810
C  -1.680  -2.195  -3.188
C  -5.547  -1.072  -0.696
C  -1.414  1.997  5.855
C  -4.250  -0.908  -1.166
C  2.774  -3.221  0.475
C  2.026  -4.003  -0.598
C  -0.373  -1.848  -0.010
C  5.164  2.529  -0.970
C  3.023  2.686  0.132
C  -1.337  -1.562  -5.479
C  4.142  3.288  -0.490
C  1.639  -1.621  -1.375
C  -1.063  -0.266  -5.070
C  -3.175  -0.750  -0.289
C  -1.652  -2.530  -4.533
C  1.983  4.879  0.976
C  -1.392  -0.898  -2.749
C  -0.593  1.080  -0.479
C  -3.449  -0.756  1.084
C  -4.742  -0.920  1.558
C  1.917  -2.067  1.004
H  1.269  5.147  1.749
H  -0.875  1.077  -3.420
H  -1.940  -2.961  -2.463
H  -0.413  1.580  5.734
H  3.923  -0.493  -0.109
H  2.647  -1.211  -1.374
H  -0.497  -2.873  -0.373
H  -0.704  -1.840  1.031
H  -1.311  -1.818  -6.530
H  5.908  0.472  -1.115
H  -1.312  3.048  6.131
H  6.023  2.990  -1.439
H  -2.260  0.798  4.276
H  -6.364  -1.191  -1.397
H  -4.075  -0.902  -2.236
H  -3.242  2.178  4.705
H  -1.903  1.478  6.680
H  -6.804  -1.211  1.037
H  -0.237  1.623  -1.363
H  4.175  4.367  -0.561
H  1.068  -1.031  -2.089
H  2.624  -4.852  -0.932
H  0.716  -3.389  -2.221
H  2.967  5.258  1.258
H  3.715  -2.842  0.064
H  -0.827  0.494  -5.803
H  3.045  -3.866  1.312
H  -2.645  -0.607  1.796
H  -1.876  -3.542  -4.845
H  2.570  -1.305  1.452
H  2.412  -3.201  -2.582
H  1.255  -2.411  1.800
H  1.686  5.384  0.054
H  -1.251  1.763  0.065
H  -4.928  -0.917  2.625
H  -1.733  3.596  3.495
H  1.117  -4.423  -0.159

The computed Löwdin charges, all in e, follow: 0.6215 0.6805 0.6231 -0.1466 -0.0257 0.0250 -0.0304 -0.2843 -0.2935 -0.2967 -0.0927 -0.0955 -0.1547 -0.7217 -0.1560 -0.0771 -0.1190 -0.0899 -0.0916 -0.0923 -0.1682 -0.1810 -0.2107 -0.0784 -0.2146 -0.0913 -0.0294 -0.1698 -0.0847 -0.2271 -0.0868 -0.0367 -0.2677 -0.2875 -0.0952 -0.0877 -0.1883 0.0605 0.0930 0.1062 0.0630 0.0806 0.0949 0.0832 0.0605 0.1000 0.0984 0.0718 0.1007 0.0685 0.1002 0.0953 0.1117 0.0708 0.0993 0.0076 0.1079 0.1089 0.1095 0.0932 0.0750 0.1089 0.1013 0.1164 0.0575 0.1015 0.1014 0.1176 0.1216 0.0842 0.0116 0.0998 0.1321 0.1076

no.,energy (Eh)
1,-6840.535216
2,-3084.215751
3,-3032.746525